[1]
DFT (ωB97M-V/def2-TZVPD) results for 2 unconnected molecules or ions with the total composition C3H10S3.

The spin multiplicity is 1. As for the total energy: -35777.489 eV. The calculation puts the LUMO energy at 0.33 eV. As for the structure (SMILES): CSC.CSS. Its energy above the lowest of the compared OMol25 structures with the same formula, charge and spin is 130.25 kJ/mol. As for the charge: 0.

XYZ file:
```
16
Properties=species:S:1:pos:R:3:forces:R:3
C 1.64315 1.16626 1.56101 0.9 3.6 0.6
S 2.05523 0.91477 -0.19776 0.7 0.3 0.8
S 4.01572 0.01476 -0.17829 -2.3 -0.3 -0.1
H 0.82206 1.90432 1.66267 0.2 0.1 -1.1
H 1.13608 0.41105 2.07782 0.4 -2.0 0.7
H 2.43401 1.80226 2.16486 -1.1 -2.0 -1.2
H 3.31234 -1.13236 -0.43055 1.1 0.2 0.2
C -1.34298 -1.74373 -1.42002 -0.7 -2.3 0.3
S -1.62479 -1.13234 0.21626 0.1 1.6 1.2
C -2.13272 0.60794 -0.02263 3.2 1.1 -1.3
H -2.36397 -2.08230 -1.69026 0.9 -0.1 -0.7
H -0.88360 -1.18641 -2.22345 0.2 0.6 0.3
H -0.71241 -2.65880 -1.17244 -0.8 1.0 -0.7
H -2.16401 1.17065 0.91469 -0.5 -0.5 0.0
H -2.94955 0.79264 -0.69076 -0.9 -0.2 0.1
H -1.24456 1.15129 -0.57116 -1.4 -1.1 0.9
```
Positions in Å, forces in eV/Å.

In the Löwdin picture, each atom carries the following charge in e: -0.5136, 0.3324, 0.2843, 0.0227, -0.0065, 0.0815, -0.2052, -0.4685, 0.7016, -0.4302, 0.0256, 0.0371, 0.0463, 0.0247, 0.0151, 0.0526



[2]
DFT (ωB97M-V/def2-TZVPD) results for 2 unconnected molecules or ions with the total composition C3H10S3.

The spin multiplicity is 1. As for the total energy: -35776.609 eV. The calculation puts the LUMO energy at 0.51 eV. As for the structure (SMILES): CCS.CSS. Its energy above the lowest of the compared OMol25 structures with the same formula, charge and spin is 215.18 kJ/mol. As for the charge: 0.

XYZ file:
```
16
Properties=species:S:1:pos:R:3:forces:R:3
C 1.74259 2.78803 2.93482 -1.3 1.0 0.1
S -0.07681 2.53645 2.21169 2.8 -2.1 -1.5
S -1.50922 3.77598 2.88495 -0.9 2.0 1.4
H 1.89627 3.77073 3.36855 -0.6 0.1 0.4
H 2.60438 2.74471 2.25751 -1.0 -0.5 -0.8
H 1.80425 2.01263 3.66982 0.1 -0.2 0.4
H -2.57304 3.29304 2.19776 0.8 -0.3 -0.1
C -0.79881 -3.35622 -2.23281 -0.5 -0.4 0.7
C -0.58137 -1.90158 -2.39946 0.2 1.9 2.2
S 0.34438 -1.32653 -0.83005 1.3 1.7 -2.2
H -1.71390 -3.66633 -1.63091 1.7 0.2 -0.6
H 0.16274 -3.84913 -2.08683 -0.1 -0.1 1.5
H -0.85136 -3.67260 -3.20981 -1.5 -1.2 -2.5
H -0.09668 -1.63160 -3.33001 0.5 -0.1 0.2
H -1.44611 -1.24916 -2.30108 -0.4 -0.5 -0.4
H 1.09269 -0.26841 -1.50413 -1.2 -1.6 1.3
```
Positions in Å, forces in eV/Å.

In the Löwdin picture, each atom carries the following charge in e: -0.3412, 0.2548, 0.2096, 0.0198, 0.0344, -0.0004, -0.1788, -0.2200, -0.5785, 0.5743, 0.1120, 0.0700, 0.0295, 0.0684, 0.0450, -0.0989



[3]
DFT (ωB97M-V/def2-TZVPD) results for a molecular structure, C3H11AlFNOP.

The spin multiplicity is 1. As for the total energy: -25432.040 eV. The calculation puts the LUMO energy at 3.73 eV. As for the charge: -1.

XYZ file:
```
19
Properties=species:S:1:pos:R:3:forces:R:3
N -2.81525 0.34776 -0.01838 0.2 0.0 0.4
P -2.29428 -1.06139 0.91548 -0.1 0.2 -0.2
O -1.95216 -2.10564 -0.36589 0.1 -0.2 0.1
Al -0.07324 -0.43950 1.67273 0.1 -0.1 0.1
C 1.27991 -0.83255 0.18553 -0.1 0.1 -0.1
C 1.83194 0.32986 -0.65656 0.1 0.0 -0.1
C 0.75933 1.28063 -1.13446 -0.1 0.0 0.0
F 1.32803 2.47916 -1.61674 0.0 -0.1 0.0
H -2.04527 0.93080 -0.33176 0.0 0.0 0.0
H -3.37148 0.92703 0.60306 -0.1 0.0 -0.2
H -1.01357 -2.06700 -0.57721 -0.1 0.1 -0.1
H -0.13941 1.14646 2.04540 0.0 0.0 -0.1
H 0.29358 -1.31352 2.99636 0.0 0.0 -0.1
H 2.12371 -1.31781 0.68650 0.0 -0.1 0.0
H 0.89273 -1.59642 -0.50553 0.0 0.0 0.0
H 2.37194 -0.03766 -1.53834 0.1 0.1 0.0
H 2.55049 0.91588 -0.07595 -0.1 0.0 0.1
H 0.08755 1.55282 -0.31848 0.1 0.0 0.0
H 0.18545 0.86107 -1.96576 -0.1 0.0 0.1
```
Positions in Å, forces in eV/Å.

In the Löwdin picture, each atom carries the following charge in e: -0.2930, 0.5554, -0.4708, 0.1147, -0.3361, -0.2908, -0.2434, -0.0988, -0.0382, -0.0189, -0.0382, -0.1192, -0.1473, 0.0293, 0.0247, 0.0959, 0.1026, 0.0540, 0.1180



[4]
DFT (ωB97M-V/def2-TZVPD) results for 2 unconnected molecules or ions with the total composition C3H11ClN3.

The spin multiplicity is 1. As for the total energy: -20272.491 eV. The calculation puts the LUMO energy at -4.95 eV. Its energy above the lowest of the compared OMol25 structures with the same formula, charge and spin is 430.98 kJ/mol. As for the charge: +1.

XYZ file:
```
18
Properties=species:S:1:pos:R:3:forces:R:3
C 1.86093 0.06737 0.90187 -2.1 -0.4 1.0
C 1.00611 -0.09027 -0.37506 -0.2 -2.7 4.1
C -1.32386 1.33907 0.30974 5.0 -5.0 -1.9
N -1.96177 1.53652 1.38479 -0.1 -1.7 -0.7
N -0.44020 -0.18659 -0.01682 -4.2 4.4 1.0
N 1.25727 -1.32799 -0.98600 -1.0 2.5 -5.2
Cl -3.54949 -0.64188 -1.19455 0.5 -0.5 2.2
H 2.88673 -0.03641 0.69088 1.3 -0.3 -0.3
H 1.72072 1.07281 1.36163 -0.1 -0.8 -0.2
H 1.52257 -0.77392 1.64335 0.8 1.6 -1.2
H 1.12738 0.65038 -1.04597 0.4 2.7 -2.2
H -1.09761 2.06868 -0.49763 -0.5 -0.3 0.9
H -2.23174 0.73944 1.96249 0.3 0.6 0.3
H -2.37824 2.41188 1.47847 -1.3 1.7 0.7
H -0.66914 -0.90206 0.70940 0.4 1.0 -0.4
H -3.19457 -0.99719 0.07800 -0.7 0.4 -2.2
H 1.19168 -2.10893 -0.44741 -0.3 -2.6 1.8
H 0.60340 -1.35269 -1.86566 1.9 -0.7 2.2
```
Positions in Å, forces in eV/Å.

In the Löwdin picture, each atom carries the following charge in e: -0.0358, -0.5197, 0.0446, 0.2126, 0.0425, 0.0718, 0.2633, 0.0585, 0.0830, 0.1172, 0.1030, 0.1547, 0.1621, 0.1277, 0.1027, -0.1859, 0.0407, 0.1571